# 1
Molecular formula: C10H22NO8PSSi
Method: DFT, ωB97M-V/def2-TZVPD

The geometry in XYZ format:
```
44
C10H22NO8PSSi ωB97M-V/def2-TZVPD
C -0.1406 -4.3620 -0.0804
P 1.2770 -3.5254 -1.1225
O 2.7525 -4.2472 -0.4972
Si 1.3315 -1.3804 -0.6252
C -0.0798 -0.4086 -1.5835
C -1.5632 -1.0837 -1.4105
C -2.2440 -0.3942 -0.0709
C -3.8397 -0.1534 -0.4233
S -4.6619 1.0762 0.7574
O -3.8304 2.4120 0.8743
O -4.8375 0.4867 2.2112
O -6.2297 1.5181 0.1909
C 2.9951 -0.5105 -1.2042
O 3.5385 0.4194 -0.2028
C 2.6059 1.5121 0.1155
O 3.4192 2.7624 0.2838
C 2.8470 3.6200 1.3327
C 1.2242 3.8535 1.2306
O 0.7525 4.2231 -0.1316
N 1.1135 -1.2835 1.1914
C 2.2527 -1.8812 1.7451
O 3.4303 -2.4091 2.1751
H -0.5618 -3.6066 0.7336
H 0.3111 -5.3322 0.4052
H -0.9953 -4.7284 -0.8244
H 2.5494 -4.5471 0.4585
H 0.2061 -0.5124 -2.7328
H -0.0745 0.7257 -1.2713
H -2.1702 -0.8092 -2.4004
H -1.5365 -2.2446 -1.2485
H -2.0539 -1.0913 0.8525
H -1.8026 0.6707 0.1814
H -4.3704 -1.2023 -0.2178
H -3.9888 0.2026 -1.5366
H -6.1529 1.5775 -0.8187
H 3.7887 -1.3835 -1.3590
H 2.7841 -0.0431 -2.2562
H 1.8367 1.7659 -0.7430
H 2.0691 1.1977 1.1338
H 3.3471 4.6930 1.2217
H 3.1941 3.1979 2.3932
H 0.9612 4.6968 2.0269
H 0.6121 2.8859 1.5676
H -0.0658 3.6430 -0.3214
```

Results
net charge = 0
multiplicity = 1
energy = -56589.673 eV
Kohn-Sham gap = 8.53 eV
maximum force = 0.2166 hartree/bohr
SMILES = CP(O)[Si@](CCCCS(=O)(=O)O)(COCOCCO)N=C=O
LUMO energy = -0.23 eV

=====

# 2
Molecular formula: C12H11CrF6N7O4S4
Method: DFT, ωB97M-V/def2-TZVPD

The geometry in XYZ format:
```
45
C12H11CrF6N7O4S4 ωB97M-V/def2-TZVPD
Cr -0.0207 0.2008 0.4091
N 1.5328 2.0500 4.2280
C 1.2498 1.6678 2.9087
S -0.2984 2.0970 2.2766
N 2.2103 1.0766 2.2726
N 1.8954 0.5939 1.0165
C 2.8815 0.6303 0.1483
C 2.8600 0.0612 -1.1402
C 3.7071 0.5410 -2.1651
C 3.5072 0.2060 -3.4698
C 2.4333 -0.6598 -3.8051
C 1.6942 -1.2053 -2.8036
N 1.9564 -0.9372 -1.4941
H 0.6817 2.2157 4.7417
H 2.1630 1.4108 4.6901
H 3.7437 1.2334 0.4196
H 4.4703 1.2582 -1.8874
H 4.1183 0.6399 -4.2507
H 2.1855 -0.8829 -4.8318
H 0.8645 -1.8806 -2.9656
F -3.7986 -2.3177 -0.2666
C -4.0200 -1.2699 -1.1154
F -5.0703 -1.6401 -1.8768
F -4.4656 -0.2659 -0.3296
S -2.4502 -0.9002 -2.1385
O -1.4990 -0.7570 -0.9522
O -2.3417 -2.2320 -2.7409
N -2.6048 0.2930 -2.9922
S -0.7686 1.3752 -2.2495
O 0.3046 1.3886 -1.0207
O -0.5496 2.5662 -3.0976
C -2.0681 2.2114 -1.0876
F -2.4029 1.5026 0.0316
F -3.2200 2.5793 -1.6510
F -1.5159 3.3539 -0.6169
N 0.2087 -1.5297 2.8054
C -0.4480 -2.0890 3.8329
C -1.7849 -1.8087 3.6468
C -1.8402 -1.0625 2.4631
N -0.6235 -0.9089 1.9680
H 1.1872 -1.5733 2.5541
H 0.0712 -2.6409 4.5971
H -2.6074 -2.0919 4.2793
H -2.6881 -0.6389 1.9480
S 1.1600 -1.8605 -0.2886
```

Results
net charge = -2
multiplicity = 5
energy = -119308.873 eV
Kohn-Sham gap (spin up / spin down) = 4.63 / 4.66 eV
maximum force = 0.0335 hartree/bohr
ΔE to the lowest compared entry with this formula, charge and spin = 303.60 kJ/mol
LUMO energy (spin up / spin down) = 4.27 / 4.26 eV

=====

# 3
Molecular formula: ClH2NO2S
Method: DFT, ωB97M-V/def2-TZVPD

The geometry in XYZ format:
```
7
ClH2NO2S ωB97M-V/def2-TZVPD
N -1.0670 0.0951 -0.2180
O 0.3937 -0.7257 0.7368
O -0.6494 0.8904 -1.1025
S 1.7026 -0.8594 -0.0365
Cl 2.5656 0.9656 0.3648
H -1.3367 0.3421 0.7981
H -1.6089 -0.7080 -0.5426
```

Results
net charge = 0
multiplicity = 1
energy = -28971.036 eV
Kohn-Sham gap (spin up / spin down) = 8.58 / 7.56 eV
maximum force = 0.0431 hartree/bohr
ΔE to the lowest compared entry with this formula, charge and spin = 332.00 kJ/mol
LUMO energy (spin up / spin down) = -0.13 / -0.92 eV

=====

# 4
Molecular formula: CH2N3O
Method: DFT, ωB97M-V/def2-TZVPD

The geometry in XYZ format:
```
7
CH2N3O ωB97M-V/def2-TZVPD
C 1.5184 0.9002 -0.1149
N -3.0662 1.2304 -0.1386
N -2.0145 0.9339 -0.1033
N 0.4971 0.1974 -0.0956
O 2.4144 1.5812 -0.1284
H 0.5443 -0.8199 -0.0944
H -0.5436 0.5799 -0.0890
```

Results
net charge = +1
multiplicity = 3
energy = -7573.386 eV
Kohn-Sham gap (spin up / spin down) = 8.19 / 8.78 eV
maximum force = 0.1871 hartree/bohr
LUMO energy (spin up / spin down) = -4.09 / -11.19 eV

=====

# 5
Molecular formula: C28H66O26
Method: DFT, ωB97M-V/def2-TZVPD

The geometry in XYZ format:
```
120
C28H66O26 ωB97M-V/def2-TZVPD
C -12.7745 8.7411 20.5716
C -13.0881 7.2837 20.1500
O -12.3108 6.9301 19.0194
C -12.3807 5.6934 18.5000
O -13.1219 4.8025 18.8641
O -11.4896 5.6970 17.5274
C -11.3795 4.6512 16.6881
H -13.1312 9.5097 19.8859
H -11.7291 8.9250 20.8197
H -13.3495 9.0224 21.4538
H -14.1186 7.0322 19.8990
H -12.8242 6.6778 21.0168
H -11.0708 3.7726 17.2545
H -10.5031 4.7010 16.0419
H -12.2339 4.3939 16.0622
C -21.8424 6.0299 14.2086
C -21.5819 6.2606 12.7573
O -21.6491 7.5592 12.1458
C -20.7010 8.5406 12.5544
O -19.7038 8.2961 13.2283
O -20.9829 9.7456 11.9531
C -22.1513 9.9988 11.1945
H -21.8194 4.9520 14.3691
H -22.8300 6.4456 14.4083
H -21.0196 6.4437 14.7916
H -22.1059 5.5197 12.1535
H -20.5784 5.8893 12.5491
H -23.0614 9.6886 11.7078
H -22.2087 9.4577 10.2500
H -22.2915 11.0644 11.0131
C -26.1301 11.5348 22.4247
C -25.8596 11.1748 20.9462
O -24.5877 10.6036 20.8024
C -24.2134 10.0848 19.6508
O -24.8684 10.0018 18.6561
O -22.9248 9.5539 19.7733
C -22.1551 9.0760 18.6657
H -26.3947 10.7150 23.0926
H -26.8154 12.3743 22.5416
H -25.2482 11.9916 22.8738
H -25.9352 12.1368 20.4393
H -26.5850 10.4065 20.6787
H -21.9706 8.0304 18.9119
H -21.2670 9.7047 18.6009
H -22.6193 9.0207 17.6811
C -17.0901 10.6426 13.0433
C -17.5360 10.4516 14.4760
O -16.8050 11.3303 15.3330
C -17.0002 11.5292 16.6594
O -16.3917 12.3081 17.3694
O -17.9989 10.7226 17.1175
C -18.4720 10.8121 18.4592
H -17.1428 11.6660 12.6717
H -17.6610 10.0061 12.3673
H -16.0223 10.4290 12.9965
H -17.3808 9.4862 14.9577
H -18.6150 10.5534 14.5919
H -19.0565 9.9207 18.6869
H -19.0314 11.7434 18.5487
H -17.6600 10.9439 19.1743
C -18.3215 -0.6290 15.2717
C -17.7916 -0.1080 16.6256
O -18.8890 0.6348 17.1135
C -18.8512 1.1636 18.3067
O -17.8784 1.0973 19.0409
O -20.0312 1.7192 18.4991
C -20.2472 2.2267 19.7522
H -17.5303 -1.1115 14.6978
H -18.7434 0.1854 14.6828
H -19.1751 -1.2962 15.3920
H -16.9011 0.4840 16.4138
H -17.4687 -0.8523 17.3535
H -21.3190 2.1821 19.9456
H -19.9711 3.2782 19.8320
H -19.6635 1.8001 20.5679
C -15.1733 6.9828 16.0129
C -14.9578 5.5172 15.6832
O -16.2059 4.8894 15.6533
C -16.2499 3.6615 15.0747
O -15.3277 3.0316 14.6214
O -17.5193 3.1830 14.9799
C -18.6913 4.0403 15.2493
H -15.7703 7.4954 15.2585
H -14.2785 7.5109 16.3422
H -15.7643 6.9112 16.9259
H -14.2910 4.9593 16.3406
H -14.5627 5.4619 14.6688
H -18.9890 4.2712 16.2722
H -19.4481 3.4127 14.7787
H -18.6155 4.9857 14.7121
C -16.2748 4.8025 18.9903
C -17.7834 4.8245 19.1755
O -18.1792 5.8109 18.3236
C -19.5885 5.9888 18.1406
O -20.5296 5.3079 18.6519
O -19.8423 7.1079 17.4003
C -18.8381 7.7806 16.6383
H -16.1076 4.2793 18.0488
H -15.8332 4.2405 19.8133
H -15.7800 5.7666 18.8724
H -17.9774 5.1065 20.2104
H -18.2954 3.8877 18.9556
H -18.1559 8.2240 17.3636
H -19.2851 8.4671 15.9193
H -18.2394 7.0747 16.0627
O -18.3849 3.1918 22.2516
H -18.5881 2.2596 22.3289
H -17.6895 3.3399 22.8925
O -14.9268 5.2952 22.3936
H -14.4072 4.5212 22.1765
H -15.5942 4.9739 22.9999
O -17.1467 8.4610 19.9438
H -16.8024 8.0415 20.7323
H -18.0225 8.0897 19.8373
O -20.0942 5.5130 22.7544
H -20.7815 5.8210 22.1637
H -19.7052 4.7652 22.3008
O -22.3910 6.0109 20.9291
H -23.2105 5.5295 21.0428
H -22.0067 5.6457 20.1321
```

Results
net charge = 0
multiplicity = 1
energy = -83339.579 eV
Kohn-Sham gap = 10.65 eV
maximum force = 0.1200 hartree/bohr
SMILES = CCOC(=O)OC.CCOC(=O)OC.CCOC(=O)OC.CCOC(=O)OC.CCOC(=O)OC.CCOC(=O)OC.CCOC(=O)OC.O.O.O.O.O
LUMO energy = 0.10 eV

=====

# 6
Molecular formula: C2H4NP
Method: DFT, ωB97M-V/def2-TZVPD

The geometry in XYZ format:
```
8
C2H4NP ωB97M-V/def2-TZVPD
C 0.5326 0.8226 -0.1556
C 0.0044 -0.5048 0.6435
N -0.7897 -1.1560 -0.3941
P -1.3400 0.5150 -0.0348
H 0.8156 1.6718 0.4953
H 1.0928 0.5249 -0.9279
H -0.0484 -0.8262 1.7372
H -0.2673 -1.0472 -1.3636
```

Results
net charge = 0
multiplicity = 1
energy = -12914.854 eV
Kohn-Sham gap = 10.32 eV
maximum force = 0.1282 hartree/bohr
ΔE to the lowest compared entry with this formula, charge and spin = 161.66 kJ/mol
SMILES = C1[C@@H]2NP12
LUMO energy = 1.15 eV

=====

# 7
Molecular formula: C16H48O12PdSSr
Method: DFT, ωB97M-V/def2-TZVPD

The geometry in XYZ format:
```
79
C16H48O12PdSSr ωB97M-V/def2-TZVPD
Sr -7.2325 -3.5617 -11.8955
Pd -13.3501 -3.6284 -11.0182
S -10.8932 -2.9673 -12.0122
O -11.8852 -3.9589 -12.5551
O -9.5901 -3.6173 -11.8296
O -10.8255 -1.7875 -12.8472
O -11.5081 -2.6235 -10.6733
C -11.2307 -1.9850 -6.9428
C -9.9954 -1.7300 -7.8028
O -10.2839 -0.9584 -8.9615
H -10.9842 -2.7493 -6.1994
H -12.0755 -2.3532 -7.5299
H -11.5138 -1.1003 -6.3766
H -9.5518 -2.6987 -8.0722
H -9.2933 -1.1752 -7.1832
H -10.8744 -1.4762 -9.5270
C -11.3757 -8.3246 -12.9140
C -11.5074 -7.2952 -14.0270
O -10.5306 -6.2566 -13.9161
H -12.2032 -9.0283 -12.8997
H -11.3689 -7.7810 -11.9585
H -10.4015 -8.8108 -12.9519
H -12.5362 -6.9189 -14.0920
H -11.3809 -7.7726 -15.0042
H -10.9751 -5.4668 -13.5957
C -16.2240 -1.0728 -13.0465
C -14.9573 -1.1331 -12.2029
O -14.1813 -2.3366 -12.5133
H -16.4948 -0.0164 -13.1372
H -17.0414 -1.6279 -12.6015
H -16.0372 -1.3454 -14.0876
H -15.2170 -1.1391 -11.1463
H -14.3201 -0.2684 -12.3912
H -13.9487 -2.3044 -13.4509
C -8.1321 -1.2603 -16.0708
C -7.4059 -1.1781 -14.7311
O -8.1019 -1.8992 -13.6877
H -7.8843 -0.3861 -16.6661
H -9.2083 -1.2559 -15.8765
H -7.8994 -2.1890 -16.5849
H -7.2819 -0.1384 -14.4177
H -6.3960 -1.5939 -14.7827
H -9.0574 -1.7275 -13.7217
C -6.8186 0.5591 -11.0568
C -7.0765 -0.4442 -9.9550
O -7.9486 -1.4978 -10.3825
H -5.9865 1.2256 -10.8304
H -7.6924 1.1913 -11.2366
H -6.6019 0.0900 -12.0224
H -7.4742 0.0620 -9.0756
H -6.1161 -0.8710 -9.6483
H -8.8808 -1.3003 -10.1725
C -11.2638 -5.9062 -7.8848
C -11.4474 -5.6560 -9.3648
O -12.8395 -5.3001 -9.6123
H -11.9190 -6.7047 -7.5352
H -11.5044 -4.9889 -7.3407
H -10.2450 -6.1693 -7.6014
H -11.2406 -6.5775 -9.9140
H -10.8541 -4.8459 -9.7703
H -13.4056 -5.9433 -9.1696
C -12.4252 0.2688 -15.8071
C -12.7887 -1.1943 -15.9442
O -11.7155 -2.0607 -15.5226
H -12.3261 0.5614 -14.7532
H -13.1577 0.9528 -16.2335
H -11.4399 0.4527 -16.2391
H -13.0583 -1.4711 -16.9605
H -13.6683 -1.4519 -15.3225
H -11.5952 -1.9598 -14.5777
C -11.4888 2.9040 -11.0614
C -11.2245 1.4287 -11.0293
O -11.5983 0.8718 -12.2827
H -12.4233 3.1560 -11.5626
H -10.6898 3.4737 -11.5376
H -11.5519 3.3025 -10.0455
H -11.7178 0.9780 -10.1645
H -10.1396 1.2882 -10.9104
H -11.4564 -0.0792 -12.3247
```

Results
net charge = +2
multiplicity = 3
energy = -57077.114 eV
Kohn-Sham gap (spin up / spin down) = 7.53 / 5.90 eV
maximum force = 0.0349 hartree/bohr
LUMO energy (spin up / spin down) = -6.72 / -8.35 eV

=====

Q: Look up the maximum force of the fifth one.
A: 0.1200 hartree/bohr

=====

Q: The lowest net charge belongs to which entry?
A: C12H11CrF6N7O4S4

=====

Q: Which value of maximum force does entry 7 give?
A: 0.0349 hartree/bohr